Molecular formula: C23H23N3O
Method: DFT, ωB97M-V/def2-TZVPD

Geometry (Å):
C  -4.5723  -5.8126  0.3909
C  -3.7555  -4.5673  0.5640
C  -3.2803  -3.8583  -0.5291
C  -2.5159  -2.7163  -0.3748
C  -2.1988  -2.2466  0.8980
C  -2.6785  -2.9581  2.0004
C  -3.4390  -4.0954  1.8331
H  -3.8003  -4.6249  2.7035
H  -2.4477  -2.6042  2.9961
N  -1.3706  -1.1547  1.1166
H  -1.4809  -0.7521  2.0385
C  -1.1469  -0.1522  0.0902
C  -0.1359  0.8316  0.5654
N  -0.3747  2.0976  0.7408
C  0.7996  2.6421  1.1935
C  1.1190  3.9528  1.5262
C  2.4036  4.2087  1.9576
C  3.3570  3.1946  2.0667
C  3.0612  1.8856  1.7422
C  1.7741  1.6223  1.3007
N  1.1455  0.4695  0.8953
C  1.7596  -0.8170  0.7222
H  0.9735  -1.5750  0.7084
H  2.4281  -1.0119  1.5664
C  2.5761  -0.8981  -0.5832
O  1.7654  -0.7526  -1.7241
C  1.4079  0.4958  -2.1713
C  0.3339  0.5144  -3.0612
C  -0.1241  1.7070  -3.5807
C  0.4804  2.9011  -3.2231
C  1.5596  2.8829  -2.3605
C  2.0330  1.6907  -1.8397
H  2.8800  1.7220  -1.1723
H  2.0455  3.8046  -2.0775
H  0.1141  3.8366  -3.6164
H  -0.9616  1.7047  -4.2622
H  -0.1240  -0.4248  -3.3322
H  3.0072  -1.9002  -0.6626
H  3.3915  -0.1679  -0.5694
H  3.8043  1.1056  1.8290
H  4.3502  3.4416  2.4119
H  2.6858  5.2174  2.2209
H  0.3798  4.7327  1.4431
H  -2.0578  0.4042  -0.1713
H  -0.7719  -0.6494  -0.8086
H  -2.1747  -2.1922  -1.2535
H  -3.5154  -4.1996  -1.5276
H  -5.3689  -5.8580  1.1310
H  -5.0131  -5.8523  -0.6024
H  -3.9455  -6.6960  0.5198

Atoms 1-2, force components in eV/Å:
C 0.09 -0.04 0.03
C -0.05 -0.02 -0.12

Values from the calculation:
E_HOMO, eV: -7.83
SMILES string: Cc1ccc(NCc2nc3ccccc3n2CCOc2ccccc2)cc1
Total charge: 0
Gap between HOMO and LUMO, eV: 8.55
Spin multiplicity: 1

Molecular formula: C4H6N2O
Method: DFT, ωB97M-V/def2-TZVPD

Geometry (Å):
N  1.7577  -1.5649  -0.4365
C  0.9666  -0.6608  -0.0630
O  1.1589  0.4016  0.7153
C  0.1778  1.4405  0.3786
C  -0.8779  0.8782  -0.5793
C  -1.5748  -0.2302  0.1021
N  -0.3479  -0.6287  -0.6176
H  2.7108  -1.3804  -0.1347
H  -0.2570  1.7722  1.3290
H  0.7505  2.2654  -0.0519
H  -2.4488  -0.6415  -0.4036
H  -1.5809  -0.4060  1.1782
H  -0.4350  -1.2453  -1.4167

Atoms 1-2, force components in eV/Å:
N -0.04 0.20 0.17
C -0.07 -0.11 -0.02

Values from the calculation:
E_HOMO, eV: -8.04
Total charge: 0
Gap between HOMO and LUMO, eV: 8.85
Spin multiplicity: 1

Molecular formula: C4H3NO
Method: DFT, ωB97M-V/def2-TZVPD

Geometry (Å):
C  0.0121  -1.3277  0.1738
C  -0.1668  -2.0472  -0.8730
C  -0.8114  1.8675  -1.3647
C  -0.1340  0.7919  -0.4999
N  -1.0389  2.9146  -1.7932
O  -0.5723  -2.4284  -1.9020
H  -0.1773  0.9004  0.5279
H  0.8092  0.4786  -0.8517
H  0.5541  -1.1295  1.1245

Atoms 1-2, force components in eV/Å:
C 0.09 2.67 0.92
C -1.15 0.74 -1.13

Values from the calculation:
E_HOMO (alpha / beta), eV: -9.72 / -9.73
Total charge: 0
Gap between HOMO and LUMO (alpha / beta), eV: 7.67 / 7.70
Spin multiplicity: 1

Molecular formula: C36H41BrHoIN5O8
Method: DFT, ωB97M-V/def2-TZVPD

Geometry (Å):
Ho  -18.1679  0.4684  11.9879
O  -16.7752  0.9270  18.2255
C  -17.0644  0.6206  16.8652
C  -16.9205  -0.5827  16.2252
C  -17.1293  -0.6029  14.8519
N  -17.4256  0.5458  14.2188
C  -17.4261  1.7619  14.7820
C  -17.3312  1.8313  16.1764
C  -17.7922  2.9582  13.9327
O  -18.1323  4.0298  14.4510
O  -17.8330  2.5799  12.6798
C  -17.0130  -1.7850  13.9756
O  -16.7867  -2.8799  14.4973
O  -17.2599  -1.5133  12.6464
H  -16.4674  0.1457  18.6934
H  -16.6231  -1.5377  16.6990
H  -17.3026  2.8212  16.6279
O  -23.5650  3.9059  16.5309
C  -22.6161  4.7481  15.8931
C  -21.9135  3.9260  14.8448
C  -21.2082  4.5299  13.7965
C  -20.7188  3.7434  12.7712
N  -20.7810  2.3631  12.8445
C  -21.4082  1.8126  13.8703
C  -21.9970  2.5587  14.8844
C  -21.3267  0.3666  14.0458
C  -22.1165  -0.2045  15.0829
C  -21.8500  -1.5188  15.5123
C  -22.5942  -2.0232  16.7249
O  -23.8219  -1.2584  16.7637
C  -20.9604  -2.2110  14.7371
C  -20.3120  -1.6653  13.6393
N  -20.4597  -0.3586  13.3143
H  -24.1568  4.4531  17.0344
H  -21.8283  5.1013  16.5730
H  -23.2079  5.5528  15.3163
H  -21.0750  5.5966  13.8426
H  -20.3773  4.1156  11.8253
H  -22.6695  2.1230  15.6572
H  -22.7832  0.3822  15.6547
H  -22.0181  -2.0074  17.6508
H  -22.8404  -3.0840  16.5469
H  -24.2975  -1.5142  17.5634
H  -20.7645  -3.2821  14.8817
H  -19.7810  -2.3949  12.9910
C  -10.8893  -1.1789  8.3464
C  -11.9125  -0.3562  7.6044
C  -12.5250  -1.2160  6.4515
C  -11.2884  0.8769  6.9255
C  -13.0994  0.0803  8.5060
C  -13.2886  -0.4236  9.8155
C  -14.3108  0.0520  10.6217
Br  -14.2527  -0.3201  12.4694
C  -15.4253  0.7783  10.0862
O  -16.3966  1.1161  10.7818
C  -15.2541  1.2506  8.7410
C  -14.1139  0.9802  8.0500
C  -16.1590  2.3333  8.1975
C  -16.2312  3.4629  9.2133
C  -17.4953  1.7336  7.8392
C  -15.5866  2.9885  6.8934
H  -10.0020  -1.3640  7.6640
H  -11.2542  -2.1616  8.6698
H  -10.4911  -0.6681  9.2313
H  -11.8276  -1.4734  5.6600
H  -13.3132  -0.6384  5.9934
H  -12.7950  -2.1771  6.8289
H  -10.3447  0.5594  6.4344
H  -11.0080  1.5553  7.6749
H  -11.9918  1.4015  6.2457
H  -12.5908  -1.2230  10.1769
H  -13.9907  1.3733  7.0313
H  -16.4841  3.0965  10.1842
H  -16.9891  4.2255  8.8397
H  -15.2080  3.9455  9.2673
H  -17.9374  1.3671  8.7372
H  -17.4055  0.8540  7.1807
H  -18.1458  2.4456  7.3358
H  -14.6138  3.4309  7.0844
H  -16.2954  3.7853  6.6544
H  -15.5255  2.1884  6.0758
I  -18.7298  -1.7595  9.6841
C  -21.8943  2.6666  8.1263
N  -21.7613  1.8413  9.4097
C  -22.8370  0.8383  9.7302
C  -20.5805  1.7137  9.9289
N  -19.5570  1.5718  10.4997
H  -22.9389  2.7481  7.8328
H  -21.3409  2.1507  7.3023
H  -21.3381  3.6112  8.2821
H  -23.7933  1.3242  9.9463
H  -22.5406  0.2635  10.5627
H  -23.0056  0.1619  8.8544

Atoms 1-2, force components in eV/Å:
Ho 1.35 -0.80 -1.06
O -0.51 -1.09 -1.38

Values from the calculation:
E_HOMO (alpha / beta), eV: -4.00 / -4.00
Total charge: -1
⟨S²⟩: 6.004
Gap between HOMO and LUMO (alpha / beta), eV: 5.75 / 5.76
Spin multiplicity: 5

What is the total charge in the second record? 0

Which value of spin multiplicity does entry 4 give? 5

What is the formula in the fourth record? C36H41BrHoIN5O8

The highest spin multiplicity belongs to which entry? C36H41BrHoIN5O8